Record 1
The following is a DFT calculation (the ωB97M-V functional and the def2-TZVPD basis) of a single C6H9N molecule.

The geometry in XYZ format:
```
16
Properties=species:S:1:pos:R:3:forces:R:3:mulliken_charge:R:1
C 1.059682 -0.406398 1.167427 0.1 -0.1 0.1 -1.527
C -1.184227 -0.792296 0.358343 0.2 0.0 -0.5 -0.833
C -0.026677 0.202359 0.253611 0.0 0.0 0.1 1.982
C -0.393347 1.604707 0.745446 0.0 0.1 0.0 -1.667
C 0.432497 0.147566 -1.188884 -0.1 -0.2 0.0 -0.822
C -0.261170 -0.810471 -1.796283 0.1 0.2 0.1 -0.457
N -1.191740 -1.344006 -0.848222 -0.1 0.0 0.2 0.057
H 0.716559 -0.402834 2.206170 0.0 0.0 -0.2 0.374
H 1.986741 0.172267 1.096906 -0.1 0.0 0.0 0.366
H 1.275597 -1.441204 0.879941 0.0 0.1 0.0 0.379
H 0.499124 2.242429 0.769790 -0.1 -0.1 0.0 0.368
H -0.805709 1.548190 1.757571 0.1 0.0 -0.1 0.393
H -1.136033 2.084035 0.099228 0.1 -0.1 0.1 0.375
H 1.211513 0.757761 -1.630390 -0.1 -0.1 0.1 0.356
H -0.211967 -1.204162 -2.805353 0.0 0.1 0.2 0.438
H -1.814191 -2.103821 -1.088504 0.0 0.1 0.0 0.218
```
Forces are in eV/Å.

HOMO-LUMO gap, eV: 9.32
Highest occupied orbital energy, eV: -8.4
E_tot, a.u.: -288.695623
Energy relative to the best compared isomer or geometry (same formula, charge and spin), eV: 2.352

Record 2
The following is a DFT calculation (the ωB97M-V functional and the def2-TZVPD basis) of a single C3H5N3 molecule.

The geometry in XYZ format:
```
11
Properties=species:S:1:pos:R:3:forces:R:3:mulliken_charge:R:1
C 1.664763 -0.290645 -0.000082 0.0 0.0 0.0 -0.970
N -0.599399 0.804264 0.000116 0.0 -0.3 0.0 -0.126
C 0.185211 -0.319763 0.000300 0.0 0.4 0.0 0.579
C -1.874441 0.318427 0.000003 0.1 0.2 0.0 -0.113
N -0.574016 -1.374920 0.000197 1.0 -0.5 0.0 -0.377
N -1.858224 -0.976220 -0.000063 -1.1 0.1 0.0 -0.443
H -0.301210 1.765802 0.000445 0.0 -0.1 0.0 0.182
H -2.750639 0.932712 -0.000175 -0.2 0.2 0.0 0.414
H 2.037054 0.228887 0.882314 0.1 0.0 0.0 0.288
H 2.034318 -1.311002 0.003419 0.0 0.0 0.0 0.281
H 2.036583 0.222458 -0.886474 0.1 0.0 0.0 0.287
```
Forces are in eV/Å.

SMILES: Cc1nnc[nH]1
HOMO-LUMO gap, eV: 10.26
Highest occupied orbital energy, eV: -9.6
E_tot, a.u.: -281.574944
Energy relative to the best compared isomer or geometry (same formula, charge and spin), eV: 0.411

Record 3
The following is a DFT calculation (the ωB97M-V functional and the def2-TZVPD basis) of a single C20H19N3O3S molecule.

The geometry in XYZ format:
```
46
Properties=species:S:1:pos:R:3:forces:R:3:mulliken_charge:R:1
C -5.173073 -1.390092 -0.379144 0.1 0.0 0.1 -1.589
C -3.826827 -1.693756 0.213974 -0.1 0.2 0.0 0.966
C -3.296290 -2.972619 0.138050 0.1 0.1 0.1 -0.632
C -2.068697 -3.282301 0.697490 0.1 -0.1 0.0 -0.644
C -1.359952 -2.303145 1.370847 0.0 0.0 -0.1 -0.886
C -1.867847 -1.021046 1.463990 -0.1 -0.1 0.0 -0.481
C -3.088115 -0.703269 0.876587 0.5 -0.7 0.1 0.414
N -3.561450 0.600966 0.961068 0.1 0.8 0.1 -0.252
S -2.593578 1.949233 1.179597 -0.5 -0.1 -0.2 1.229
O -3.423706 3.039766 0.756866 0.0 0.0 -0.1 -0.726
O -2.071214 1.962177 2.507891 0.3 -0.2 -0.1 -0.656
C -1.228751 1.702116 0.033852 -0.3 0.1 0.5 0.635
C 0.036965 1.640465 0.578000 0.3 0.0 0.1 -0.795
C 1.139235 1.403719 -0.235439 -0.3 0.2 -0.1 0.433
C 0.942455 1.275770 -1.608050 0.0 0.0 0.2 -0.654
C -0.327856 1.375069 -2.142952 -0.1 0.0 0.1 -0.971
C -1.442705 1.580154 -1.333206 0.0 0.0 -0.2 0.632
C -2.809651 1.662633 -1.927565 -0.1 0.0 -0.2 -1.810
H -3.279001 0.678612 -1.906479 -0.1 -0.1 0.0 0.190
H -2.755127 1.986118 -2.964549 0.0 0.0 0.0 0.532
H -3.423473 2.359304 -1.362518 -0.1 0.0 -0.2 0.310
H -0.463360 1.294478 -3.211533 0.0 0.0 -0.1 0.438
H 1.783990 1.138354 -2.272541 0.1 0.0 0.0 0.556
C 2.493586 1.352002 0.399881 -0.1 -0.1 -0.2 0.385
O 2.797208 2.060569 1.330992 0.0 0.1 0.2 -0.639
N 3.317944 0.423460 -0.175005 -0.2 -0.2 -0.3 -0.117
C 4.640315 0.119691 0.147673 0.5 -0.1 0.1 0.494
C 5.263959 -0.928560 -0.528395 0.0 0.2 0.1 -0.567
C 6.578442 -1.235003 -0.230554 -0.1 0.1 0.0 -0.399
C 7.226278 -0.478865 0.735631 0.1 -0.2 -0.1 -0.329
N 6.641642 0.514913 1.380323 0.4 0.1 0.2 -0.554
C 5.388389 0.813097 1.104181 -0.5 0.2 0.0 -0.359
H 4.956263 1.630582 1.660280 -0.1 0.0 -0.1 0.613
H 8.254687 -0.674635 1.006321 0.1 -0.1 0.0 0.360
H 7.086215 -2.040918 -0.737299 0.1 -0.1 0.0 0.376
H 4.720226 -1.491526 -1.276264 0.0 0.0 -0.1 0.355
H 2.915481 -0.160332 -0.896379 0.0 0.2 0.2 0.202
H 0.163761 1.776165 1.640898 0.1 0.0 0.1 0.652
H -4.429965 0.804956 0.496570 0.0 0.2 -0.1 0.338
H -1.343461 -0.259004 2.015218 0.1 0.0 0.1 0.698
H -0.412404 -2.535721 1.832781 0.1 0.0 0.0 0.435
H -1.677563 -4.285168 0.619646 0.0 -0.1 0.0 0.384
H -3.859319 -3.742014 -0.370790 -0.1 0.0 -0.1 0.344
H -5.108789 -0.619422 -1.148779 -0.1 0.1 -0.1 0.304
H -5.593402 -2.284194 -0.832388 -0.1 0.0 0.0 0.401
H -5.861460 -1.042774 0.391231 -0.1 0.0 0.0 0.384
```
Forces are in eV/Å.

SMILES: Cc1ccccc1NS(=O)(=O)c1cc(C(=O)Nc2cccnc2)ccc1C
HOMO-LUMO gap, eV: 8.79
Highest occupied orbital energy, eV: -8.8
E_tot, a.u.: -1561.729898
Energy relative to the best compared isomer or geometry (same formula, charge and spin), eV: 1.570

- Which formula does entry 1 have?
  C6H9N